1.
{
  "formula": "C2H6NO3",
  "method": "the ωB97M-V functional and the def2-TZVPD basis",
  "symbols": ["O", "C", "N", "C", "O", "H", "H", "H", "H", "H", "H", "O"],
  "positions_angstrom": [[0.4905, 1.9343, 0.6933], [-0.5826, 1.2239, 0.5362], [-0.6990, -0.0895, 0.3264], [-1.4832, -1.8169, 0.0231], [-0.8442, -2.7280, -0.5945], [-1.6030, 1.6446, 0.9189], [0.1546, -0.4988, -0.0381], [-2.3592, -1.4207, -0.5341], [-1.7608, -1.9455, 1.0930], [2.4332, 0.5686, -1.2266], [1.9640, 1.4158, -0.1499], [2.6611, 1.3462, -0.8119]],
  "homo_energy_ev": -4.597,
  "de_lowest_kj_mol": 251.6,
  "charge": -1,
  "orbital_gap_ev": 8.76,
  "lumo_ev": 4.163,
  "energy_ev": -9803.593
}

=====

2.
{
  "formula": "C2H6NO3",
  "method": "the ωB97M-V functional and the def2-TZVPD basis",
  "symbols": ["C", "C", "N", "O", "O", "O", "H", "H", "H", "H", "H", "H"],
  "positions_angstrom": [[1.5121, -1.1818, -0.0488], [-0.5682, 1.0419, -0.4055], [-1.0642, 0.7816, 0.7723], [0.4254, -0.8567, -0.4966], [1.8329, -2.4480, 0.0646], [-1.3757, 0.6489, -1.3677], [2.0440, -0.4114, 0.5057], [0.3736, 1.6396, -0.4306], [-1.9428, 0.2048, 0.5676], [-0.8429, 0.9422, 1.7034], [1.0885, -2.9044, -0.3865], [-1.0046, 0.8260, -2.2627]],
  "homo_energy_ev": -15.541,
  "de_lowest_kj_mol": 80.6,
  "charge": 1,
  "orbital_gap_ev": 11.86,
  "lumo_ev": -3.683,
  "energy_ev": -9796.254
}

=====

3.
{
  "formula": "C2H6NO3P",
  "method": "the ωB97M-V functional and the def2-TZVPD basis",
  "symbols": ["C", "C", "N", "O", "O", "O", "P", "H", "H", "H", "H", "H", "H"],
  "positions_angstrom": [[-1.8820, 1.0544, 0.3141], [2.2212, -1.1333, -0.2013], [-1.3359, -0.3259, 0.0802], [-2.0933, -1.1236, -0.4185], [-0.2231, -0.6789, 0.5834], [0.8397, 1.3120, -0.7641], [1.3341, 0.5355, 0.3667], [-2.8442, 1.1716, -0.3600], [-1.0543, 1.7000, -0.1022], [-1.9901, 1.3117, 1.3364], [1.7277, -1.8032, 0.4916], [2.0615, -1.0763, -1.3292], [3.2386, -0.9439, 0.0028]],
  "homo_energy_ev": -8.007,
  "de_lowest_kj_mol": 551.8,
  "charge": 0,
  "orbital_gap_ev": 6.64,
  "lumo_ev": -1.367,
  "energy_ev": -19088.507
}

=====

4.
{
  "formula": "C2H6NO3P",
  "method": "the ωB97M-V functional and the def2-TZVPD basis",
  "symbols": ["C", "C", "N", "O", "O", "O", "P", "H", "H", "H", "H", "H", "H"],
  "positions_angstrom": [[2.8359, 0.0885, -0.2405], [-2.4672, 0.7379, -0.8572], [3.0949, -0.2760, 0.9122], [-2.5654, -0.9396, 1.4024], [2.2195, -0.9365, 1.7085], [-0.3938, -0.7889, 0.0050], [-1.7541, -0.4427, 0.3331], [1.8507, -0.1909, -0.6195], [1.1781, -0.8543, 1.4156], [3.6067, 0.5934, -0.6714], [-1.7823, 1.5532, -0.7582], [-2.3963, 0.3332, -1.8699], [-3.4267, 1.1228, -0.7603]],
  "homo_energy_ev": -9.452,
  "de_lowest_kj_mol": 323.0,
  "smiles": "CP(=O)=O.C=NO",
  "charge": 0,
  "orbital_gap_ev": 9.22,
  "lumo_ev": -0.231,
  "energy_ev": -19090.878
}

=====

5.
{
  "formula": "C2H6NO4P",
  "method": "the ωB97M-V functional and the def2-TZVPD basis",
  "symbols": ["C", "C", "N", "H", "H", "H", "H", "H", "H", "O", "P", "O", "O", "O"],
  "positions_angstrom": [[1.2813, 0.8190, 1.3073], [0.2150, 0.0647, 1.0556], [-1.1498, 0.6010, 0.9998], [1.4026, 1.7604, 0.7694], [2.0713, 0.4953, 1.9695], [0.2613, -1.0040, 0.7316], [-1.2371, 1.0828, 0.0712], [-1.7929, -0.1903, 0.9357], [-1.3100, 1.2165, 1.7939], [-0.2431, -1.4878, -3.4017], [0.0762, -0.9991, -1.9841], [0.5429, -2.1450, -1.0129], [-1.2594, -0.3598, -1.2491], [1.1418, 0.1464, -1.9862]],
  "homo_energy_ev": 1.994,
  "de_lowest_kj_mol": 544.1,
  "charge": -2,
  "orbital_gap_ev": 3.78,
  "lumo_ev": 5.773,
  "energy_ev": -21136.657
}

=====

6.
{
  "formula": "C2H6NP",
  "method": "the ωB97M-V functional and the def2-TZVPD basis",
  "symbols": ["C", "C", "N", "P", "H", "H", "H", "H", "H", "H"],
  "positions_angstrom": [[-1.0322, 0.8303, 0.2941], [1.3050, -0.7180, 0.0922], [-1.0554, -0.1861, -0.6638], [-0.3281, -0.7716, 0.9055], [0.0491, 2.3268, -0.1983], [-1.8515, 1.2329, 0.8171], [1.3215, -1.4048, -0.7107], [1.9972, -1.1266, 0.9085], [1.5636, 0.2924, -0.2268], [-1.9692, -0.4753, -1.2177]],
  "homo_energy_ev": [-6.315, -9.455],
  "de_lowest_kj_mol": 252.3,
  "spin_multiplicity": 3,
  "charge": 0,
  "orbital_gap_ev": [7.26, 7.89],
  "lumo_ev": [0.944, -1.562],
  "energy_ev": -12943.131
}

=====

7.
{
  "formula": "C2H6NS",
  "method": "the ωB97M-V functional and the def2-TZVPD basis",
  "symbols": ["S", "H", "C", "C", "N", "H", "H", "H", "H", "H"],
  "positions_angstrom": [[0.6872, -1.0529, -2.1667], [0.4073, -1.8817, -1.1186], [0.5139, 1.0280, 2.1586], [-1.2674, 0.4131, 0.6688], [-0.9242, 1.0655, 1.7409], [0.9299, 2.0263, 2.1086], [0.9476, 0.2885, 1.4974], [0.5571, 0.5446, 3.1323], [-0.4961, 0.1969, -0.0979], [-1.9751, -0.3998, 0.8715]],
  "homo_energy_ev": -2.645,
  "de_lowest_kj_mol": 207.6,
  "charge": -1,
  "orbital_gap_ev": 6.48,
  "lumo_ev": 3.832,
  "energy_ev": -14495.290
}

=====

8.
{
  "formula": "C2H6NS",
  "method": "the ωB97M-V functional and the def2-TZVPD basis",
  "symbols": ["S", "H", "C", "C", "N", "H", "H", "H", "H", "H"],
  "positions_angstrom": [[2.1564, 1.1090, -0.7264], [2.4528, 0.9638, -2.0372], [-1.2522, 0.1892, -0.0181], [-1.4680, -1.7939, 1.1194], [-2.1210, -0.8073, 0.6626], [-1.5311, 1.1641, 0.4009], [-0.2180, 0.0126, 0.2677], [-1.3279, 0.2143, -1.1022], [-2.0524, -2.6638, 1.4322], [-0.3963, -1.9614, 0.9698]],
  "homo_energy_ev": -2.550,
  "de_lowest_kj_mol": 91.4,
  "charge": -1,
  "orbital_gap_ev": 6.45,
  "lumo_ev": 3.901,
  "energy_ev": -14496.494
}

=====

9.
{
  "formula": "C2H6NS3",
  "method": "the ωB97M-V functional and the def2-TZVPD basis",
  "symbols": ["C", "C", "N", "S", "S", "S", "H", "H", "H", "H", "H", "H"],
  "positions_angstrom": [[2.2322, -1.1609, -0.1028], [0.9464, -0.5185, 0.0811], [-2.3969, 1.0508, -0.0275], [3.1975, 0.3932, -0.3126], [1.3297, 1.1451, 0.1831], [-0.5319, -1.2402, 0.0877], [2.3906, -1.7111, 0.9545], [2.4191, -1.8974, -0.9446], [-2.1125, 1.7535, 0.6706], [-3.1977, 0.6583, 0.3607], [-2.6983, 1.5020, -0.8524], [-1.5783, 0.0251, -0.0979]],
  "homo_energy_ev": [-12.696, -12.696],
  "de_lowest_kj_mol": 42.4,
  "charge": 1,
  "orbital_gap_ev": [7.90, 7.90],
  "lumo_ev": [-4.794, -4.793],
  "energy_ev": -36159.209
}

=====

10.
{
  "formula": "C2H6O",
  "method": "the ωB97M-V functional and the def2-TZVPD basis",
  "symbols": ["C", "C", "H", "H", "H", "H", "H", "H", "O"],
  "positions_angstrom": [[0.1735, 0.0475, -0.5628], [0.7185, 1.2243, -0.8525], [0.6511, -0.9122, -0.7595], [-0.8003, -0.0815, -0.1137], [1.6871, 1.2410, -1.2898], [0.2189, 2.1882, -0.7146], [-0.1574, -1.1613, 1.0936], [-1.3386, -1.2821, 2.0676], [-1.1529, -1.2639, 1.1317]],
  "homo_energy_ev": -10.032,
  "de_lowest_kj_mol": 121.6,
  "smiles": "C=C.O",
  "charge": 0,
  "orbital_gap_ev": 10.97,
  "lumo_ev": 0.933,
  "energy_ev": -4217.207
}

=====

11.
{
  "formula": "C2H6O",
  "method": "the ωB97M-V functional and the def2-TZVPD basis",
  "symbols": ["C", "C", "H", "H", "H", "H", "H", "H", "O"],
  "positions_angstrom": [[-0.8762, -0.2476, -0.0894], [0.4409, 0.5468, -0.0089], [-1.7659, 0.3950, -0.2013], [-1.0551, -1.0136, 0.7415], [-0.8123, -0.8837, -0.9723], [0.4437, 1.3068, -0.8136], [0.4504, 1.0710, 0.9548], [1.6206, -0.8800, 0.5869], [1.5539, -0.2948, -0.1977]],
  "homo_energy_ev": -10.351,
  "de_lowest_kj_mol": 13.4,
  "smiles": "CCO",
  "charge": 0,
  "orbital_gap_ev": 11.40,
  "lumo_ev": 1.044,
  "energy_ev": -4218.328
}

=====

12.
{
  "formula": "C2H6O",
  "method": "the ωB97M-V functional and the def2-TZVPD basis",
  "symbols": ["C", "C", "H", "H", "H", "H", "H", "H", "O"],
  "positions_angstrom": [[-1.4259, -1.0459, 0.8815], [-1.3621, -2.3802, 0.5216], [-2.4265, -0.6537, 0.7081], [-0.6403, -0.3633, 1.0799], [-2.1954, -3.0365, 0.6761], [-0.4505, -2.7659, 0.0616], [1.8893, 3.2206, -1.8225], [2.6636, 3.2765, -0.5402], [2.2073, 2.6433, -1.1112]],
  "homo_energy_ev": [-14.028, -14.028],
  "de_lowest_kj_mol": 52.2,
  "spin_multiplicity": 2,
  "charge": 1,
  "orbital_gap_ev": [7.27, 4.16],
  "lumo_ev": [-6.760, -9.870],
  "energy_ev": -4207.483
}

=====

Repeat the eleventh record exactly.
{
  "formula": "C2H6O",
  "method": "the ωB97M-V functional and the def2-TZVPD basis",
  "symbols": ["C", "C", "H", "H", "H", "H", "H", "H", "O"],
  "positions_angstrom": [[-0.8762, -0.2476, -0.0894], [0.4409, 0.5468, -0.0089], [-1.7659, 0.3950, -0.2013], [-1.0551, -1.0136, 0.7415], [-0.8123, -0.8837, -0.9723], [0.4437, 1.3068, -0.8136], [0.4504, 1.0710, 0.9548], [1.6206, -0.8800, 0.5869], [1.5539, -0.2948, -0.1977]],
  "homo_energy_ev": -10.351,
  "de_lowest_kj_mol": 13.4,
  "smiles": "CCO",
  "charge": 0,
  "orbital_gap_ev": 11.40,
  "lumo_ev": 1.044,
  "energy_ev": -4218.328
}